# C30H52Cl2F3N2O2S

A cluster of 2 separate species, C30H52Cl2F3N2O2S in total (ωB97M-V/def2-TZVPD, the OMol25 dataset).

Computed properties:
gap between HOMO and LUMO = 8.575 eV
LUMO energy = -2.099 eV
E = -3052.033426 hartree

The geometry in ORCA input format:
```
! RIJCOSX wB97M-V def2-TZVPD def2/J DEFGRID3
* xyz 1 1
C -6.00409 -2.13301 -2.18210
C -4.89548 -2.82498 -3.07001
C -3.61279 -1.88982 -3.04641
C -2.26959 -2.67157 -2.78680
C -1.25648 -1.70921 -1.98808
C -0.67409 -2.50392 -0.80502
N 0.23408 -1.79223 0.21725
O 0.06561 -2.70490 1.26764
C 1.17936 -3.22468 1.96956
C 1.52618 -4.65518 1.34366
C 2.77127 -5.34221 1.99995
C 1.55679 -1.68679 -0.41741
C 2.52185 -0.57184 0.13336
C 3.75171 -0.28874 -0.81971
C 3.41760 0.08295 -2.29897
N 3.75285 -0.99248 -3.29785
C 1.80625 0.73845 0.70368
O 2.58962 1.88855 0.45012
C 3.36493 2.31428 1.57434
C 4.30391 3.48780 1.04149
C 0.25226 0.88331 0.30484
C 0.00401 1.26796 -1.18172
C 0.75245 2.48032 -1.83001
C 0.48926 3.92112 -1.34284
F 0.99565 4.21422 -0.09767
F 1.24447 4.74176 -2.19212
F -0.78267 4.37432 -1.50366
C -0.31801 1.90178 1.39722
C -1.48619 2.83520 1.03501
C -1.46661 4.15916 1.69005
C -2.49845 5.14403 1.47366
C -3.63716 4.90731 0.58311
C -4.75791 5.93486 0.31508
C -3.68464 3.59917 -0.04557
C -2.63627 2.61911 0.19849
C -0.33558 -0.51738 0.79812
S -2.16478 -0.54650 1.07421
H -5.67935 -2.25821 -1.10942
H -7.02314 -2.56406 -2.29772
H -5.95218 -1.03462 -2.39400
H -5.28078 -2.82611 -4.12612
H -4.67485 -3.88044 -2.78197
H -3.49577 -1.37822 -4.03961
H -3.80520 -1.07593 -2.29569
H -2.40178 -3.60806 -2.18870
H -1.75257 -2.96114 -3.73909
H -1.78396 -0.76336 -1.74214
H -0.43179 -1.45789 -2.71527
H -0.02296 -3.32906 -1.20960
H -1.50965 -3.04395 -0.28913
H 0.84190 -3.48106 3.01511
H 2.10129 -2.61708 2.11356
H 1.55226 -4.63136 0.22297
H 0.62799 -5.28711 1.60190
H 3.69721 -5.00683 1.46891
H 2.82563 -5.26487 3.10914
H 2.68666 -6.44294 1.77450
H 1.42887 -1.46148 -1.51438
H 2.15352 -2.63800 -0.45900
H 3.03032 -1.02975 1.03355
H 4.47251 0.44410 -0.37203
H 4.32846 -1.26130 -0.84599
H 2.37018 0.39426 -2.51841
H 4.07757 0.95130 -2.58242
H 3.95804 -1.87252 -2.81977
H 2.90437 -1.19861 -3.83830
H 1.77084 0.63878 1.83061
H 2.75696 2.76870 2.39937
H 4.04856 1.51054 1.95613
H 5.37383 3.23387 1.22784
H 4.19034 3.60554 -0.07149
H 4.04233 4.47373 1.50265
H -1.07011 1.31532 -1.48609
H 0.40156 0.39968 -1.78697
H 0.46122 2.47898 -2.91971
H 1.86851 2.36106 -1.85999
H -0.60666 1.38341 2.35846
H 0.54030 2.55844 1.71177
H -0.64541 4.44278 2.38673
H -2.42712 6.12828 1.97974
H -5.11506 5.93991 -0.74929
H -5.66773 5.69547 0.93238
H -4.45211 6.97872 0.58095
H -4.54562 3.39004 -0.71946
H -2.73585 1.65193 -0.33292
H 0.04074 -0.54388 1.86163
H -2.39620 -1.78340 1.63765
C 2.19700 -2.72871 5.82812
Cl 3.41242 -2.52126 4.55935
Cl 0.55486 -2.51181 5.20080
H 2.28600 -3.73006 6.23974
H 2.37428 -1.99199 6.60626
*
```

---

# C4HLiO4Yb

A structure of composition C4HLiO4Yb (ωB97M-V/def2-TZVPD, the OMol25 dataset).

Computed properties:
gap between HOMO and LUMO (alpha / beta) = 7.243 / 7.244 eV
LUMO energy (alpha / beta) = -9.839 / -9.839 eV
energy above the lowest of the compared OMol25 structures with the same formula, charge and spin = 4.361 eV
E = -1619.431484 hartree

The geometry in ORCA input format:
```
! RIJCOSX wB97M-V def2-TZVPD def2/J DEFGRID3
* xyz 2 1
O -1.07887 3.19196 0.54804
C -0.55228 4.16428 0.30850
C -1.07870 -0.35492 -0.72505
C -1.11000 -1.50466 -0.12736
H -1.78402 -2.13803 0.43498
Li -1.77852 1.20974 0.78554
O 0.90475 -1.64204 0.25360
C 0.91420 -0.40281 0.09505
O 1.10448 0.50822 0.93129
O 0.27192 -0.03522 -1.02343
Yb 3.15783 0.75162 -0.09712
*
```

---

# H26O13

A cluster of 13 separate species, H26O13 in total (ωB97M-V/def2-TZVPD, the OMol25 dataset).

Computed properties:
gap between HOMO and LUMO = 11.041 eV
LUMO energy = -0.177 eV
energy above the lowest of the compared OMol25 structures with the same formula, charge and spin = 3.193 eV
E = -993.655904 hartree

The geometry in ORCA input format:
```
! RIJCOSX wB97M-V def2-TZVPD def2/J DEFGRID3
* xyz 0 1
O -3.02972 0.03144 4.78370
H -3.56872 -0.16945 4.01861
H -3.44060 -0.45210 5.50037
O -1.09376 -5.71503 2.31962
H -0.54535 -6.48779 2.18425
H -0.52478 -4.97616 2.10383
O -2.59311 -0.93207 -5.45616
H -2.99174 -1.71966 -5.08597
H -2.96465 -0.21250 -4.94586
O -3.31330 3.11219 -3.32289
H -3.39131 3.85380 -3.92303
H -3.42524 3.49487 -2.45269
O -0.28202 -0.90171 0.32371
H -0.96242 -0.37393 -0.09432
H 0.44057 -0.29083 0.46837
O 1.45362 1.39959 -3.62339
H 0.58415 1.49540 -4.01208
H 2.05211 1.40277 -4.37041
O 1.80703 3.83305 -0.10066
H 1.55908 3.34955 -0.88869
H 2.42232 4.49761 -0.41050
O 1.53878 -1.87685 5.49128
H 2.21564 -1.57413 4.88592
H 0.75183 -1.39865 5.22999
O -0.38123 3.75611 4.00924
H 0.37888 3.81427 3.43036
H -0.42337 2.83277 4.25798
O 1.41484 -2.99797 -3.44478
H 1.06804 -2.52247 -4.19967
H 1.11961 -2.49326 -2.68693
O 5.97086 -0.19201 -2.27273
H 5.14105 0.26566 -2.40754
H 6.05150 -0.77099 -3.03069
O -5.58028 0.14086 0.78729
H -6.18217 -0.59104 0.65202
H -6.11154 0.81259 1.21481
O 4.74417 -0.77041 1.85833
H 5.06622 0.03457 2.26396
H 5.02500 -0.70810 0.94538
*
```

---

# C3H3I3O

A structure of composition C3H3I3O (ωB97M-V/def2-TZVPD, the OMol25 dataset).

Computed properties:
gap between HOMO and LUMO = 7.410 eV
LUMO energy = -1.688 eV
energy above the lowest of the compared OMol25 structures with the same formula, charge and spin = 1.643 eV
E = -1084.334347 hartree

The geometry in ORCA input format:
```
! RIJCOSX wB97M-V def2-TZVPD def2/J DEFGRID3
* xyz 0 1
C 1.64959 0.07479 -0.11820
C 0.57382 -0.47211 0.41966
C -0.83760 -0.22083 -0.01745
O -1.03389 0.61471 -1.10471
I -1.49059 -2.27866 -0.85516
I -2.35981 0.12548 1.69631
I -1.22485 2.61175 -0.82852
H 2.52046 -0.13243 0.40554
H 1.79710 0.75769 -0.94235
H 0.40577 -1.08038 1.34487
*
```

---

# C5H9FO2

A structure of composition C5H9FO2 (ωB97M-V/def2-TZVPD, the OMol25 dataset).

Computed properties:
gap between HOMO and LUMO = 10.482 eV
LUMO energy = 0.826 eV
energy above the lowest of the compared OMol25 structures with the same formula, charge and spin = 1.343 eV
E = -446.213360 hartree

The geometry in ORCA input format:
```
! RIJCOSX wB97M-V def2-TZVPD def2/J DEFGRID3
* xyz 0 1
C 1.26765 0.05042 -0.94909
C 1.96155 0.87568 -1.96975
C -2.23738 -0.16753 0.33807
C -0.19867 -0.37308 1.90651
C -0.80429 -0.61248 0.57084
O 1.86905 -0.81600 -0.37988
O 0.06637 0.42887 -0.64735
F -0.66085 -1.85170 0.21968
H 2.18721 1.84721 -1.59159
H 2.90598 0.52167 -2.20912
H 1.43426 1.01343 -2.99303
H -2.39172 0.31402 -0.54234
H -2.90670 -1.11263 0.35294
H -2.43038 0.55832 1.23453
H 0.80133 -0.95161 2.19408
H -0.96860 -0.39738 2.69034
H 0.10519 0.67280 1.77515
*
```

---

# C8H18O11Sr

A structure of composition C8H18O11Sr (ωB97M-V/def2-TZVPD, the OMol25 dataset).

Computed properties:
gap between HOMO and LUMO = 5.887 eV
LUMO energy = 3.875 eV
energy above the lowest of the compared OMol25 structures with the same formula, charge and spin = 0.497 eV
E = -1174.236637 hartree

The geometry in ORCA input format:
```
! RIJCOSX wB97M-V def2-TZVPD def2/J DEFGRID3
* xyz -2 1
Sr 0.10483 -0.29449 -0.51489
C 1.14661 -0.19662 3.80709
C 0.81149 1.02642 2.93412
O 0.61455 2.09675 3.53764
O 0.74769 0.80436 1.69610
H 1.78955 -0.90159 3.26782
H 0.22940 -0.74257 4.03818
H 1.67318 0.09355 4.71558
C 2.96962 2.09719 -3.12754
C 1.98686 1.41913 -2.18081
O 1.72929 0.17937 -2.43320
O 1.67378 1.97481 -1.13080
H 3.86638 1.47618 -3.21181
H 3.28629 3.07599 -2.77741
H 2.54065 2.13811 -4.13542
C -3.83945 2.15481 0.09148
C -2.41972 2.79060 0.12372
O -1.47514 2.02961 -0.21578
O -2.38790 3.98081 0.47026
H -3.75924 1.08385 -0.13405
H -4.45975 2.59875 -0.69367
H -4.32464 2.32223 1.05266
C 2.21484 -2.99079 1.79890
C 0.73769 -3.34761 1.60021
O 0.16463 -2.79378 0.61286
O 0.23453 -4.16431 2.38042
H 2.86199 -3.40521 1.02187
H 2.56414 -3.25557 2.79356
H 2.32392 -1.90256 1.68138
O -1.18652 0.56774 -2.72773
H -2.14316 0.47543 -2.72627
H -0.88580 0.25525 -3.58545
O -2.26093 -1.28328 -0.31633
H -2.36046 -1.72535 0.53542
H -3.10200 -0.85978 -0.50854
O -0.33684 -2.19619 -2.27245
H -0.03285 -2.34682 -3.17016
H -1.29752 -2.23441 -2.29698
*
```

---

# C3H7NO2S

A structure of composition C3H7NO2S (ωB97M-V/def2-TZVPD, the OMol25 dataset).

Computed properties:
gap between HOMO and LUMO = 9.216 eV
LUMO energy = -0.040 eV
energy above the lowest of the compared OMol25 structures with the same formula, charge and spin = 4.557 eV
E = -721.795183 hartree

The geometry in ORCA input format:
```
! RIJCOSX wB97M-V def2-TZVPD def2/J DEFGRID3
* xyz 0 1
C -0.85400 -0.39360 -0.01450
C -0.55223 -1.81421 0.24906
C -0.33197 1.96733 -0.46793
N -0.08637 0.54059 -0.38595
O 2.15587 -1.29454 -0.57990
O 2.29459 0.59340 1.03784
S 2.13112 0.12846 -0.32011
H -2.41936 -0.07044 0.58467
H -0.18814 -1.86679 1.33911
H 0.47765 -2.09703 -0.23982
H -1.33666 -2.54504 0.06243
H -1.19357 2.20277 0.11186
H 0.33042 2.53348 0.15535
H -0.42735 2.11562 -1.53211
*
```